# 1
Here is a structure of composition C18AgCl48F18N3O12S6Sn in a non-equilibrium geometry from the OMol25 dataset. Energies are from ωB97M-V with the def2-TZVPD basis set.

```
107
Properties=species:S:1:pos:R:3:forces:R:3:mulliken_charge:R:1
Sn 1.1436 -2.5382 -1.3097 1.0 -0.2 0.2 1.98
Ag 2.0283 2.8922 -0.6252 0.8 -0.3 0.0 0.91
Cl 0.8630 5.4133 -4.5350 0.0 -0.6 -0.2 -0.03
Cl -6.1563 3.1927 4.6331 -0.3 0.1 -0.1 -0.06
Cl -4.7055 2.6724 -8.0499 -0.5 0.8 0.3 -0.10
Cl -1.6628 -3.6799 5.2363 0.5 0.0 0.3 -0.11
Cl -8.2120 0.3494 0.6261 -0.2 0.0 0.3 -0.10
Cl -3.2659 0.8243 -6.3979 0.0 -0.3 1.0 0.05
Cl -0.4558 -3.5088 -7.1426 -0.5 -0.3 -0.1 -0.03
Cl 1.6558 -3.0632 -9.0381 -0.1 0.3 0.5 -0.08
Cl 0.9769 5.1152 2.8452 0.1 -0.5 -0.1 -0.09
Cl -6.0435 1.4269 6.9354 -0.2 0.0 -0.1 -0.09
Cl -4.7470 -1.4686 -3.0712 0.7 0.6 -0.3 0.00
Cl -2.3166 -2.3689 -4.6196 0.6 0.9 0.2 0.16
Cl -0.6726 4.8815 5.1359 -0.2 -0.5 1.9 -0.05
Cl 3.0828 -4.6423 -3.4557 0.9 1.2 0.7 0.01
Cl -1.1031 -0.3508 10.1952 -0.3 -0.3 0.4 -0.11
Cl 1.6659 -1.7743 -6.3763 0.0 0.0 -0.4 0.07
Cl -4.2812 0.0576 -8.9909 -0.2 -0.6 0.1 -0.11
Cl 0.4955 8.5617 0.1934 0.5 -0.1 0.2 -0.10
Cl 0.2399 5.5094 -7.3198 -0.1 -0.7 0.3 -0.12
Cl 0.9272 -2.6081 6.0362 0.1 0.5 0.3 -0.04
Cl -4.2731 -4.1244 -3.7205 -0.2 -0.7 -0.2 -0.14
Cl 2.5796 -7.4030 -3.8201 -0.3 0.8 -0.5 -0.10
Cl 2.4583 1.2752 4.9838 0.4 0.0 -0.2 0.14
Cl -1.7466 4.0925 2.5917 0.0 -0.1 0.2 0.02
Cl -3.7570 1.7607 5.2388 0.1 -0.1 -0.5 0.10
Cl -1.6675 9.3929 -1.3500 -1.8 1.0 0.0 -0.10
Cl -2.0628 1.8144 -8.7698 0.1 0.3 0.0 -0.12
Cl 0.3770 -5.5420 -3.6927 -0.4 0.3 0.1 -0.03
Cl -1.2219 6.8792 3.1378 -0.1 -0.5 0.3 -0.12
Cl -4.8760 -2.2483 -5.8173 -0.6 0.2 -1.1 -0.06
Cl -3.8240 -0.7959 9.1862 -0.5 -0.9 0.0 -0.08
Cl -0.3986 -4.6407 7.6354 0.4 -0.1 -0.3 -0.10
Cl 0.4415 8.2486 -2.7200 0.5 -0.2 0.1 -0.14
Cl 0.7609 -5.1927 4.9631 0.0 -0.6 0.1 -0.03
Cl -6.6783 2.8218 0.7936 0.0 -0.5 0.0 -0.11
Cl -6.1265 0.8380 -1.1918 0.5 0.0 -1.0 -0.06
Cl -3.1691 1.6539 10.3912 0.1 0.4 0.0 -0.10
Cl -0.2238 -0.9075 -8.4301 0.4 -0.7 0.4 0.00
Cl -1.1288 6.5765 -1.0084 -0.5 -0.8 0.1 0.01
Cl -0.8390 3.3766 -5.6418 0.0 -0.5 -0.2 0.08
Cl -1.9524 0.8608 7.8309 -0.3 0.4 0.1 0.01
Cl 4.2447 -0.0527 6.8324 0.2 -0.1 -0.1 -0.10
Cl 2.5236 2.0734 7.7048 -0.1 0.0 0.3 -0.11
Cl -5.4787 0.2768 1.5429 0.0 0.1 0.1 -0.03
Cl 4.7764 2.7043 6.0985 0.1 -0.2 -0.4 -0.10
Cl 2.0764 3.4470 -6.3746 -1.3 0.2 0.4 -0.08
Cl -4.5758 3.8899 6.9728 -0.2 -0.1 -0.3 -0.10
Cl 2.0732 -5.4549 -5.9757 0.2 -0.2 -0.6 -0.03
S 3.1768 -4.3995 0.2143 0.8 -2.5 1.3 0.95
S -0.7681 -0.6748 0.6426 -0.4 1.1 -2.3 0.70
S 5.1535 2.2338 -0.1047 1.7 -1.6 -0.8 1.05
S 0.8743 -6.1367 0.2395 -1.7 -1.5 0.9 0.81
S -1.0059 1.9734 -0.2003 0.2 1.4 -1.0 0.47
S 3.8672 0.0820 -1.4742 3.5 -1.0 -0.3 0.56
F 5.7431 2.4102 2.4551 -1.3 0.2 -0.7 -0.23
F 5.3796 0.7157 -3.4531 1.4 0.1 -0.4 -0.18
F -0.9598 -4.5436 -0.6507 -0.9 0.6 -1.1 -0.21
F 0.3520 2.1977 -2.5962 0.0 0.1 0.1 -0.12
F -1.7118 -6.1540 0.5621 -2.6 -2.2 0.0 -0.19
F 3.7457 -0.5874 -3.9538 -0.3 -0.8 -0.8 -0.18
F -2.2012 -1.9609 2.3332 0.2 -0.7 -0.3 -0.18
F -0.1036 -1.5221 2.9602 -1.9 0.6 -0.7 -0.14
F -1.7013 -0.0152 2.9279 -0.2 1.4 0.6 -0.15
F 4.9006 -4.0588 2.1230 -0.3 -0.4 0.1 -0.20
F -0.7692 0.3659 -2.5211 -0.3 0.7 0.4 -0.11
F 3.5984 2.5717 1.9105 -0.4 0.0 0.6 -0.23
F 3.4256 1.5275 -3.6233 -0.6 0.2 -0.3 -0.22
F 2.9626 -3.2645 2.5200 -0.9 0.6 1.1 -0.17
F -0.7777 -4.4864 1.4989 0.1 -0.4 -0.7 -0.13
F 3.3166 -5.4068 2.7885 0.1 0.5 -0.3 -0.15
F 4.6949 0.6644 1.8017 -0.9 -0.5 0.5 -0.22
F -1.7845 2.2895 -2.7563 -0.7 0.1 -0.3 -0.16
O 1.1547 -6.5752 1.5533 0.6 -0.6 1.3 -0.64
O 3.2051 -2.9996 -0.1875 -0.9 1.0 -0.7 -0.47
O -2.3956 2.2865 -0.0234 0.9 -0.5 -0.1 -0.45
O 0.4930 -1.3999 0.4457 0.2 -1.0 0.0 -0.68
O 2.5489 -0.5126 -1.5006 -1.5 0.1 0.6 -0.60
O 4.9833 -0.8292 -1.2041 -2.0 1.9 0.2 -0.68
O 6.3789 1.5895 -0.4391 -0.3 -0.3 0.6 -0.60
O -1.8900 -1.0080 -0.1743 0.1 -0.6 -0.2 -0.53
O 5.0367 3.6036 -0.3322 -0.6 3.0 -0.1 -0.64
O 4.2310 -5.2588 -0.2411 -1.0 0.3 -0.4 -0.63
O 0.7562 -7.1252 -0.7812 0.2 0.6 -0.5 -0.59
O -0.0085 3.0165 0.0663 -1.2 0.7 -0.7 -0.39
N -0.3697 0.8154 0.6083 0.2 -1.0 0.6 0.00
N 1.6493 -4.8200 -0.0748 1.8 2.4 -1.0 -0.19
N 3.8712 1.5601 -0.7903 -1.4 -1.9 -0.7 0.05
C -2.5468 0.3320 9.4238 1.0 0.4 -0.4 0.27
C 4.1263 0.4554 -3.2668 -0.5 0.9 1.3 0.49
C 0.5467 4.3516 -5.9566 1.3 1.5 -0.4 0.12
C 3.5394 1.4833 6.3757 -0.6 0.3 0.4 0.20
C -0.7939 -5.3215 0.4092 3.4 2.0 1.3 0.57
C 3.5901 -4.3213 2.0938 0.5 0.1 -1.5 0.49
C -0.5012 8.1713 -1.2073 1.4 0.1 -0.2 0.29
C -3.6034 1.3453 -7.9957 0.6 -0.1 -1.4 0.26
C 2.0259 -5.7081 -4.2682 -0.2 -2.0 0.4 0.19
C -4.0314 -2.4777 -4.3585 -0.4 -1.1 1.6 0.02
C -0.6817 5.1660 3.4920 0.1 1.6 -2.3 0.17
C -5.1607 2.5677 5.9168 0.4 0.1 0.7 0.17
C -1.2542 -1.0556 2.3072 1.8 -1.5 2.5 0.29
C 4.7353 1.9755 1.6418 2.5 -0.5 0.3 0.63
C -0.8038 1.6771 -2.1756 0.7 -1.0 1.4 0.49
C -6.6140 1.0618 0.4421 -0.2 0.5 0.7 0.25
C 0.6616 -2.3289 -7.7421 0.2 0.7 -0.5 0.05
C -0.0549 -4.0515 6.0031 -0.9 0.2 -0.5 0.22
```
Forces are in eV/Å.

Kohn-Sham gap   9.9 eV
Total charge   0

# 2
Here is a structure of composition C18H10N3S3Tb in a non-equilibrium geometry from the OMol25 dataset. Energies are from ωB97M-V with the def2-TZVPD basis set.

```
35
Properties=species:S:1:pos:R:3:forces:R:3:mulliken_charge:R:1
Tb 0.5244 -1.1495 -0.5859 -0.2 0.3 0.1 0.42
S 0.2080 -2.4664 1.7110 0.0 0.3 -0.6 -0.44
S 2.1926 0.3202 0.8524 -0.2 -0.4 -0.4 -0.44
S 0.3135 -1.9809 -3.1265 0.4 -0.1 0.7 -0.46
N 4.7490 0.4827 6.3445 0.2 0.2 0.2 -0.49
N 2.5685 -2.7336 7.2809 0.1 -0.2 0.3 -0.49
N -1.0957 0.4484 -1.7061 0.3 -0.1 0.4 -0.34
C -0.8397 -0.8275 -3.7590 -0.2 0.1 -0.3 0.30
C 4.0803 -0.0119 5.5558 0.3 0.2 0.3 -0.13
C 3.1155 -0.0597 3.3239 0.0 -0.1 0.1 -0.91
C -2.6609 0.9062 -5.0398 0.1 -0.2 -0.2 -0.84
C -2.3272 1.1231 -3.6908 0.3 -0.2 0.4 1.10
C 1.6047 -2.2730 3.9811 0.1 0.1 0.0 -0.95
C 1.4426 -1.6990 2.7203 0.1 0.2 0.0 0.67
C -1.2001 -0.9924 -5.0863 0.2 0.0 0.5 -0.61
C 2.4686 -1.7402 4.9264 0.1 0.5 -0.9 0.48
C -1.4141 0.2527 -3.0191 -0.3 0.0 -0.8 0.20
C 3.2377 -0.6086 4.5917 -0.7 -0.5 -0.5 0.43
C -1.1937 1.6592 0.3835 0.1 0.0 -0.1 -1.32
C -2.5061 2.3808 -1.6462 -0.1 0.0 -0.3 -0.81
C 2.2262 -0.5716 2.3806 -0.1 -0.1 0.1 0.93
C -2.1010 -0.1431 -5.7213 -0.4 0.5 0.0 -0.59
C 2.5464 -2.2992 6.2206 -0.1 -0.2 0.5 -0.13
C -2.8671 2.1953 -2.9529 0.2 -0.1 0.2 -0.64
C -1.6120 1.4801 -1.0466 0.2 -0.3 0.1 1.10
H -2.3534 -0.3146 -6.7558 0.0 0.0 -0.1 0.39
H -1.7014 2.5170 0.8154 0.0 0.0 0.1 0.36
H -1.4430 0.7672 0.9810 0.1 0.2 -0.1 0.33
H -3.3551 1.5790 -5.5198 -0.1 0.1 -0.1 0.37
H -0.7572 -1.8104 -5.6322 0.0 -0.1 -0.1 0.43
H 1.0222 -3.1484 4.2253 0.0 0.0 0.1 0.53
H -2.8985 3.2024 -1.0675 0.0 0.0 0.0 0.36
H -3.5634 2.8648 -3.4377 -0.1 0.1 0.0 0.42
H 3.7006 0.8097 3.0595 0.0 0.0 0.0 0.50
H -0.1113 1.8414 0.4394 -0.3 -0.1 0.1 0.29
```
Forces are in eV/Å.

Energy above the lowest of the compared OMol25 structures with the same formula, charge and spin   24.2 kJ/mol
Expectation value of S²   12.714
Kohn-Sham gap (alpha / beta)   7.0 / 7.1 eV
Multiplicity   7
Total charge   0

E, record by record: -28389.98759; -2875.31812 a.u.